1.
87
Properties=species:S:1:pos:R:3:lowdin_charge:R:1 method="wB97M-V/def2-TZVPD" smiles=CCON1c2ccc(CCOCCOc3ccc(C(C)(C)CC(C)(C)C)cc3)cc2Sc2c([C@H](Cl)[C@H](C)Cl)cccc21 e_homo_ev=-8.1 charge=0 homo_lumo_gap_ev=8.8 lumo_ev=0.641 spin_multiplicity=1
C 6.6126 -1.6781 3.6834 -0.068
C 5.7523 -2.3024 2.5974 -0.252
O 5.4860 -1.3557 1.5696 -0.095
N 5.8462 -1.8600 0.2649 -0.045
C 4.7737 -1.5329 -0.6112 -0.222
C 3.7894 -2.4827 -0.8393 0.006
C 2.7079 -2.1910 -1.6452 -0.028
C 2.5925 -0.9404 -2.2596 -0.226
C 1.3986 -0.6063 -3.1136 -0.109
C 0.1231 -0.4103 -2.2871 -0.210
O -0.5445 0.7361 -2.7705 -0.143
C -1.7681 0.9739 -2.1077 -0.191
C -2.3779 2.2304 -2.7155 -0.155
O -3.0185 3.0542 -1.7527 -0.048
C -4.0006 2.4661 -0.9987 -0.292
C -4.0946 2.8265 0.3391 0.009
C -5.0985 2.2974 1.1286 -0.027
C -6.0376 1.3914 0.6317 -0.172
C -7.1108 0.8268 1.5660 -0.459
C -7.7194 2.0017 2.3673 -0.050
C -6.4371 -0.1010 2.5896 -0.032
C -8.2897 0.1651 0.7883 -0.118
C -8.3719 -1.3661 0.5521 -0.551
C -7.0916 -1.9983 -0.0484 -0.045
C -9.5050 -1.5578 -0.4704 -0.077
C -8.7864 -2.1029 1.8504 -0.056
C -5.9168 1.0448 -0.7156 -0.025
C -4.9227 1.5702 -1.5266 -0.002
C 3.5882 -0.0010 -2.0452 -0.046
C 4.6693 -0.2872 -1.2191 -0.422
S 5.8462 0.9777 -0.9083 1.066
C 7.2703 -0.0103 -0.5850 -0.354
C 8.5458 0.4960 -0.8527 -0.282
C 8.7038 1.9156 -1.3451 -0.662
Cl 10.1759 2.0977 -2.3640 0.662
C 8.8022 2.9850 -0.2278 -0.756
C 9.3406 2.4689 1.0878 -0.119
Cl 7.2248 3.7851 0.0322 0.617
C 9.6429 -0.3222 -0.6200 -0.069
C 9.4914 -1.6127 -0.1345 -0.057
C 8.2262 -2.1054 0.1270 -0.006
C 7.1173 -1.3059 -0.0811 -0.208
H 7.1172 -2.4454 4.2677 0.073
H 6.0166 -1.0663 4.3595 0.072
H 7.3526 -1.0292 3.2152 0.070
H 4.7928 -2.6385 3.0011 0.113
H 6.2406 -3.1763 2.1659 0.107
H 3.8782 -3.4536 -0.3716 0.120
H 1.9491 -2.9463 -1.8068 0.116
H 1.5880 0.3247 -3.6445 0.117
H 1.2373 -1.3964 -3.8466 0.120
H -0.5336 -1.2841 -2.3713 0.125
H 0.3646 -0.2809 -1.2259 0.131
H -1.6033 1.1360 -1.0355 0.139
H -2.4256 0.1049 -2.2215 0.126
H -1.5703 2.8281 -3.1326 0.133
H -3.0580 1.9890 -3.5364 0.119
H -3.3834 3.5276 0.7553 0.121
H -5.1281 2.6044 2.1667 0.109
H -7.0282 2.3603 3.1306 0.072
H -8.6058 1.6549 2.8984 0.082
H -7.9908 2.8273 1.7118 0.096
H -5.8260 -0.8740 2.1324 0.082
H -7.1731 -0.5674 3.2401 0.076
H -5.7748 0.4890 3.2258 0.082
H -8.3549 0.6506 -0.1859 0.110
H -9.2163 0.4325 1.2977 0.109
H -7.2058 -2.1693 -1.1185 0.078
H -6.9118 -2.9764 0.4011 0.080
H -6.1975 -1.4101 0.1216 0.055
H -9.7100 -2.6189 -0.6201 0.084
H -9.2486 -1.1075 -1.4295 0.080
H -10.4267 -1.0964 -0.1075 0.087
H -9.5838 -2.8195 1.6493 0.077
H -7.9554 -2.6323 2.3102 0.072
H -9.1796 -1.4055 2.5916 0.076
H -6.6130 0.3552 -1.1661 0.097
H -4.8655 1.2879 -2.5693 0.114
H 3.5298 0.9710 -2.5204 0.115
H 7.8776 2.1587 -2.0089 0.060
H 9.4554 3.7684 -0.5980 0.070
H 10.3305 2.0364 0.9423 0.086
H 8.6841 1.7163 1.5233 0.082
H 9.4224 3.2926 1.7948 0.078
H 10.6372 0.0421 -0.8329 0.087
H 10.3645 -2.2296 0.0245 0.106
H 8.0960 -3.1142 0.4925 0.116

---

2.
17
Properties=species:S:1:pos:R:3:lowdin_charge:R:1 method="wB97M-V/def2-TZVPD" smiles=CO[C@H]1C[C@H]1CO e_homo_ev=-9.6 charge=0 homo_lumo_gap_ev=10.5 lumo_ev=0.955 spin_multiplicity=1
C 2.1087 0.3793 -0.7871 -0.070
O 1.2969 0.6597 0.3729 -0.195
C 0.3525 -0.4720 0.7814 -0.166
C -0.9088 -0.5200 1.6625 -0.041
C -1.0102 -0.8318 0.1965 -0.211
C -1.5213 0.3457 -0.6127 -0.251
O -0.9132 1.5102 -0.1069 -0.110
H 1.4906 0.1526 -1.6621 0.091
H 2.7769 -0.4573 -0.5730 0.085
H 2.7524 1.2355 -1.0623 0.099
H 1.0383 -1.2616 0.9928 0.125
H -0.9247 -1.3625 2.3592 0.106
H -1.4866 0.3343 2.0082 0.116
H -1.2470 -1.8537 -0.1319 0.140
H -1.3025 0.1507 -1.6777 0.112
H -2.6132 0.4828 -0.5417 0.121
H 0.1036 1.4319 -0.0490 0.048

---

3.
19
Properties=species:S:1:pos:R:3:lowdin_charge:R:1 method="wB97M-V/def2-TZVPD" smiles=COC[C@@H](C)CO e_homo_ev=-9.9 charge=0 homo_lumo_gap_ev=10.8 lumo_ev=0.964 spin_multiplicity=1
C 2.6264 0.2986 -0.7871 -0.101
O 1.2474 0.5724 -0.7406 -0.212
C 0.4762 -0.5535 -0.3660 -0.217
C -0.9895 -0.1509 -0.2460 -0.347
C -1.8202 -1.3449 0.2183 -0.072
C -1.1388 1.0544 0.6937 -0.247
O -0.8102 2.2706 0.0674 -0.061
H 2.8470 -0.5034 -1.5075 0.091
H 3.1315 1.2131 -1.1063 0.092
H 3.0109 -0.0024 0.1996 0.093
H 0.6036 -1.3586 -1.1096 0.132
H 0.8343 -0.9401 0.6061 0.134
H -1.3390 0.1740 -1.2348 0.150
H -2.8837 -1.0865 0.2466 0.081
H -1.5260 -1.6665 1.2255 0.085
H -1.7014 -2.2002 -0.4558 0.079
H -2.1765 1.1483 1.0355 0.122
H -0.5200 0.8809 1.5925 0.128
H 0.0671 2.1334 -0.3206 0.070

---

4.
13
Properties=species:S:1:pos:R:3:lowdin_charge:R:1 method="wB97M-V/def2-TZVPD" smiles="CN1C[C@H]1C=O" e_homo_ev=-9.6 charge=0 homo_lumo_gap_ev=10.5 lumo_ev=0.923 spin_multiplicity=1
C 1.6877 0.2766 -0.3269 -0.090
N 0.2531 0.3726 -0.5216 -0.134
C -0.5860 1.0877 0.4003 -0.101
C -0.5605 -0.4040 0.3984 -0.252
C -1.5592 -1.2424 -0.3149 -0.224
O -1.8109 -2.3823 -0.0072 0.053
H 2.1700 1.2373 -0.5164 0.082
H 2.0715 -0.4476 -1.0509 0.085
H 1.9720 -0.0613 0.6805 0.082
H -0.1438 1.5742 1.2710 0.114
H -1.4139 1.6308 -0.0543 0.109
H -0.0652 -0.8827 1.2469 0.146
H -2.0148 -0.7589 -1.2050 0.131

---

5.
76
Properties=species:S:1:pos:R:3:lowdin_charge:R:1 method="wB97M-V/def2-TZVPD" e_homo_ev="-0.9 / -1.4" charge=-1 homo_lumo_gap_ev="3.0 / 3.5" lumo_ev="2.130 / 2.126" spin_multiplicity=2
Yb -0.5495 2.5799 2.5395 0.358
P -1.6956 -1.6745 0.1082 1.191
Cl -0.5662 0.4691 3.7587 -0.203
C -0.2059 -1.1308 -0.8399 -0.241
H 0.1924 -0.2599 -0.2834 0.103
H 0.5379 -1.9354 -0.7042 0.078
C -2.5874 -0.3662 1.0711 -0.376
C -0.9519 -2.7783 1.4042 -0.363
C -4.0561 -0.7419 1.3427 -0.201
H -2.0574 -0.3961 2.0481 0.012
C -4.7427 0.2581 2.2831 -0.188
H -4.6141 -0.7721 0.3947 0.094
H -4.1342 -1.7489 1.7857 0.094
C -4.5619 1.7095 1.8228 -0.192
H -5.8093 0.0080 2.3413 0.109
H -4.3259 0.1319 3.2931 0.118
C -3.0656 2.0078 1.6522 -0.294
H -5.0902 1.8740 0.8755 0.116
H -5.0005 2.3893 2.5641 0.107
C -2.4413 1.0882 0.5873 -0.213
H -2.8887 3.0682 1.4053 0.079
H -2.6138 1.7521 2.6493 0.008
H -2.9540 1.2127 -0.3772 0.114
H -1.3738 1.3322 0.3909 0.060
C -2.7823 -2.6187 -1.0521 -0.357
C -0.3565 -4.0665 0.8053 -0.199
H -0.1280 -2.1435 1.7845 0.126
C 0.3638 -4.9030 1.8738 -0.196
H -1.1567 -4.6714 0.3520 0.102
H 0.3511 -3.8340 -0.0023 0.102
C -0.5189 -5.2002 3.0894 -0.208
H 0.7118 -5.8381 1.4213 0.108
H 1.2530 -4.3509 2.2049 0.119
C -1.1687 -3.9359 3.6615 -0.190
H -1.3034 -5.9140 2.8043 0.110
H 0.0796 -5.6843 3.8690 0.106
C -1.8734 -3.0749 2.6019 -0.206
H -1.8935 -4.2040 4.4390 0.111
H -0.3974 -3.3144 4.1379 0.118
H -2.7840 -3.5904 2.2567 0.102
H -2.1870 -2.1401 3.0864 0.086
C -3.6110 -1.7054 -1.9716 -0.195
H -2.0493 -3.1587 -1.6818 0.128
C -4.2963 -2.5186 -3.0758 -0.189
H -4.3762 -1.1771 -1.3840 0.103
H -2.9822 -0.9364 -2.4323 0.071
C -5.1493 -3.6639 -2.5169 -0.206
H -4.9142 -1.8454 -3.6818 0.112
H -3.5217 -2.9333 -3.7355 0.117
C -4.3937 -4.5125 -1.4869 -0.195
H -6.0511 -3.2457 -2.0500 0.111
H -5.4856 -4.3029 -3.3416 0.104
C -3.6978 -3.6718 -0.4049 -0.203
H -5.0778 -5.2205 -1.0050 0.108
H -3.6269 -5.1021 -2.0070 0.114
H -4.4562 -3.1692 0.2166 0.105
H -3.1337 -4.3377 0.2633 0.085
C -1.0085 0.6111 -2.4643 -0.235
C -0.3510 -0.7961 -2.2825 -0.417
H -2.0877 0.6970 -2.3319 0.001
C 1.0078 -0.8471 -3.0202 -0.185
H -1.0085 -1.5281 -2.7809 0.095
C 1.8698 0.3859 -2.7642 -0.215
H 1.5619 -1.7491 -2.7305 0.095
H 0.8055 -0.9169 -4.0976 0.106
C 1.1809 1.6709 -3.2140 -0.207
H 2.1260 0.4633 -1.6992 0.089
H 2.8192 0.2879 -3.3057 0.102
C -0.2403 1.8295 -2.6033 -0.318
H 1.7972 2.5343 -2.9358 0.096
H 1.0917 1.6690 -4.3087 0.096
H -0.1376 2.3311 -1.6155 0.061
H -0.8246 2.5224 -3.2311 0.090
O 2.9126 2.2233 -0.1441 0.024
C 1.8378 2.3693 0.3586 -0.536
N 0.7422 2.5169 0.8582 -0.117

---

6.
10
Properties=species:S:1:pos:R:3:lowdin_charge:R:1 method="wB97M-V/def2-TZVPD" e_homo_ev="-6.5 / -9.6" charge=0 homo_lumo_gap_ev="7.3 / 5.4" lumo_ev="0.752 / -4.202" spin_multiplicity=3
C -1.0043 0.1825 -0.2604 -0.395
C 0.4732 -0.3325 -0.3826 -0.895
N -1.1626 0.8062 1.0087 -0.367
N 1.2328 0.6571 0.0766 -0.157
P 0.1847 1.1128 1.7357 0.792
Cl 0.5289 -1.9275 0.4971 0.554
H -1.2888 0.8550 -1.1106 0.111
H -1.6627 -0.8155 -0.4290 0.142
H 0.4936 -0.8414 -1.4049 0.122
H 2.2052 0.3033 0.2694 0.093

---

7.
70
Properties=species:S:1:pos:R:3:lowdin_charge:R:1 method="wB97M-V/def2-TZVPD" e_homo_ev="-5.9 / -7.3" charge=0 homo_lumo_gap_ev="5.7 / 7.1" lumo_ev="-0.155 / -0.193" spin_multiplicity=6
C -3.9294 -0.3828 3.8734 -0.218
C -3.0956 -1.0872 2.9202 -0.203
C -1.7505 -0.5948 3.0721 -0.198
H -3.4036 -1.8996 2.2605 0.106
C -1.7629 0.4481 4.0624 -0.181
C -3.1024 0.5464 4.5864 -0.234
H -3.4173 1.1955 5.4051 0.101
H -4.9742 -0.5996 4.1002 0.106
H -0.8733 -0.9705 2.5610 0.074
H -0.8924 1.0112 4.3924 0.103
Mn -3.0738 0.9735 2.4902 0.088
Si 2.5006 -0.7589 -1.2824 0.703
C 2.4272 -1.1695 -3.1045 -0.361
C 2.5030 -0.1041 -4.0117 -0.118
H 2.6985 0.9116 -3.6501 0.105
C 2.2892 -0.3494 -5.3708 -0.094
H 2.3176 0.4907 -6.0675 0.099
C 2.0204 -1.6489 -5.8170 -0.099
H 1.8529 -1.8303 -6.8807 0.097
C 1.9667 -2.7098 -4.9031 -0.096
H 1.7499 -3.7207 -5.2549 0.099
C 2.1646 -2.4753 -3.5404 -0.113
H 2.1042 -3.2883 -2.8119 0.099
C 3.9854 0.3358 -1.0316 -0.315
C 5.2406 -0.1554 -1.4255 -0.099
H 5.3226 -1.1745 -1.8122 0.105
C 6.3650 0.6705 -1.3431 -0.090
H 7.3336 0.2962 -1.6762 0.099
C 6.2487 1.9712 -0.8367 -0.094
H 7.1293 2.6116 -0.7698 0.099
C 4.9999 2.4557 -0.4342 -0.086
H 4.8994 3.4739 -0.0491 0.102
C 3.8712 1.6382 -0.5223 -0.097
H 2.8948 2.0228 -0.2110 0.078
H 2.7173 -2.0516 -0.6339 0.017
Si 0.4039 0.4996 -1.0709 0.650
C 0.9157 0.4529 0.7625 -0.428
C 1.3588 -0.7127 1.4345 -0.189
H 1.3150 -1.7004 0.9552 0.071
C 1.9317 -0.6416 2.7119 -0.083
H 2.3199 -1.5573 3.1725 0.110
C 2.0325 0.5804 3.3696 -0.095
H 2.5109 0.6391 4.3474 0.101
C 1.5102 1.7279 2.7611 -0.093
H 1.5607 2.6860 3.2782 0.103
C 0.9550 1.6620 1.4818 -0.167
H 0.5621 2.5653 1.0143 0.094
C -0.6755 -0.9910 -1.4329 -0.379
C -1.0709 -1.8801 -0.4256 -0.132
H -0.9040 -1.6284 0.6227 0.061
C -1.6391 -3.1142 -0.7476 -0.086
H -1.8617 -3.8275 0.0499 0.101
C -1.9037 -3.4328 -2.0825 -0.100
H -2.3448 -4.3976 -2.3386 0.097
C -1.6126 -2.5001 -3.0834 -0.097
H -1.8187 -2.7435 -4.1261 0.100
C -1.0309 -1.2755 -2.7616 -0.113
H -0.7815 -0.5571 -3.5440 0.103
H -0.2747 1.7232 -1.5334 -0.018
Cl -2.0840 1.1311 0.5174 0.230
N -4.9452 0.7655 1.4861 -0.041
N -5.8822 1.7915 1.8008 -0.039
C -5.4585 2.8670 2.4702 -0.767
N -6.3555 3.8588 2.6470 0.093
S -3.8503 3.0144 3.0335 0.758
H -4.6221 0.8166 0.5073 0.074
H -5.3960 -0.1503 1.5912 0.120
H -6.7772 1.7978 1.2932 0.164
H -6.0776 4.6900 3.1494 0.102
H -7.3371 3.7596 2.4056 0.113

---

8.
14
Properties=species:S:1:pos:R:3:lowdin_charge:R:1 method="wB97M-V/def2-TZVPD" e_homo_ev=-14.6 charge=+1 homo_lumo_gap_ev=9.8 lumo_ev=-4.768 spin_multiplicity=1
C 0.0149 1.1787 -0.2341 -0.150
C 1.4021 0.3104 -2.0340 0.076
C -1.1219 0.1993 -0.0574 0.056
C -0.5542 -1.2121 1.8575 -0.022
N 0.4197 0.4369 -1.3015 -0.036
O -1.3473 -0.7927 0.7649 0.009
H 0.8199 1.1798 0.4784 0.138
H -0.3417 2.1502 -0.2956 0.130
H 1.2198 -0.3734 -2.9054 0.124
H 2.3135 0.9160 -1.8312 0.121
H -1.8601 0.4411 -0.8362 0.172
H 0.3483 -0.6186 2.1640 0.118
H -0.0773 -2.2149 1.5562 0.132
H -1.2358 -1.6006 2.6744 0.133

---

Number 1: DFT total energy -80536.3198 eV. Number 2: DFT total energy -9439.3600 eV. Number 3: DFT total energy -9474.0258 eV. Number 4: DFT total energy -7797.3348 eV. Number 5: DFT total energy -84571.0825 eV. Number 6: DFT total energy -26925.1070 eV. Number 7: DFT total energy -106531.3022 eV. Number 8: DFT total energy -7804.5945 eV.